This record from OMol25 describes 2 unconnected molecules or ions with the total composition C10H13NO in a non-equilibrium geometry. The level of theory is ωB97M-V/def2-TZVPD.

```
25
Properties=species:S:1:pos:R:3:forces:R:3
C 2.98545 2.12978 0.80658 2.52 -2.66 0.34
C 1.72926 1.53445 0.33131 -2.24 -1.23 -1.28
C 0.64897 2.05812 -0.36259 -0.26 1.54 -1.90
N -0.23403 1.04213 -0.86532 3.49 -0.96 2.38
C 0.12450 -0.17146 -0.25930 3.90 1.48 0.66
C -0.35331 -1.47255 -0.24685 0.70 0.41 0.69
C 0.28961 -2.42145 0.56110 1.55 6.20 -0.48
C 1.37307 -2.02282 1.32782 0.14 -1.36 -0.40
C 2.05015 -0.88977 1.09296 -0.34 2.01 -0.88
C 1.44186 0.13149 0.38292 -2.39 -1.00 -0.41
H 3.93305 1.35660 0.76939 -2.51 1.43 -0.20
H 3.03628 2.41466 1.85676 -0.37 0.71 -0.25
H 3.21442 2.80983 0.04099 0.82 1.84 -0.20
H 0.47217 3.13182 -0.81834 0.46 -2.32 1.36
H -1.15193 1.13944 -1.09818 -2.84 1.06 -0.76
H -1.28029 -1.64695 -0.69764 -1.03 -0.71 -0.80
H -0.09410 -3.27016 0.78763 -2.79 -5.56 0.92
H 1.79301 -2.55180 2.14510 0.09 -1.45 0.25
H 3.02459 -0.79356 1.45783 1.23 0.52 1.02
C -3.78501 -0.83982 -1.26528 -0.71 1.62 2.23
O -3.99316 0.46074 -0.72710 0.06 2.92 -1.29
H -3.22225 -1.21938 -0.46137 1.62 -1.34 0.15
H -3.34980 -0.73867 -2.21639 0.45 -0.88 -1.21
H -4.70968 -1.31720 -1.09171 -1.26 -1.05 -1.20
H -3.94280 1.14653 -1.45031 -0.30 -1.22 1.27
```
Positions in Å, forces in eV/Å.

Electronic energy, eV: -14115.5847
Structure (SMILES): Cc1c[nH]c2ccccc12.CO
Energy above the lowest of the compared OMol25 structures with the same formula, charge and spin, kcal per mole: 65.7
Gap between HOMO and LUMO, eV: 8.48
LUMO energy, Eh: 0.024
HOMO energy, hartree: -0.287
Total charge: 0

These are the Mulliken partial charges, in e, on atoms 1 to 5:
1 C -1.18
2 C 0.49
3 C -0.54
4 N -0.11
5 C -0.15

=====

This record from OMol25 describes a molecular structure, C30H55ClMoP2SSi2 in a non-equilibrium geometry. The level of theory is ωB97M-V/def2-TZVPD.

```
92
Properties=species:S:1:pos:R:3:forces:R:3
Mo -0.44916 -0.27597 -0.37815 1.37 -0.28 -0.42
C 1.60808 -0.15316 -1.59113 0.24 -0.76 -1.11
C 0.92451 -1.37491 -1.90233 0.37 1.09 -0.49
C -0.32574 -0.97010 -2.51095 0.72 -0.06 0.60
Si 1.67372 -3.05714 -1.59351 0.25 -0.07 0.82
C -0.34430 0.46413 -2.59355 0.19 0.34 -0.60
C 0.87828 0.98995 -2.09632 0.26 -0.52 0.15
Si 1.55733 2.74475 -2.10349 0.21 0.14 0.98
H 2.60322 -0.12048 -1.10730 -0.99 0.02 -0.69
H -1.11561 -1.62155 -2.81727 -0.19 -0.19 -0.32
H -1.15855 1.06500 -3.00958 0.57 -0.35 -0.07
Cl -2.06659 -0.08893 1.40865 -1.04 1.21 -0.16
C 3.44853 2.82637 -2.00018 -0.28 -0.31 -0.15
C 1.07038 3.63958 -3.65394 -0.05 0.04 -0.38
C 3.57361 -3.07954 -1.52443 -0.40 0.26 -0.08
C 1.20839 -4.27788 -2.91143 -0.09 -0.14 -0.27
H 1.68822 3.26534 -4.47639 -0.10 0.04 -0.03
H 1.25925 4.71467 -3.56508 -0.02 -0.10 0.04
H 0.02419 3.50042 -3.92960 0.01 0.03 -0.03
H 3.84281 2.28443 -1.13092 -0.10 0.12 -0.16
H 3.76019 3.87831 -1.92703 -0.10 -0.23 0.00
H 3.89192 2.40521 -2.91422 0.00 0.09 0.23
H 1.83030 -4.07621 -3.79014 -0.13 -0.05 0.00
H 0.16143 -4.21566 -3.21276 0.04 -0.05 -0.04
H 1.41557 -5.30588 -2.59356 -0.03 0.13 -0.01
H 3.97888 -2.86139 -2.52455 -0.03 -0.01 0.31
H 3.91744 -4.08380 -1.23251 -0.12 0.28 -0.04
H 3.97033 -2.34889 -0.80631 -0.03 -0.19 -0.17
C 0.82208 3.57134 -0.56967 -0.03 0.27 -0.40
C 0.95138 -3.50411 0.10213 0.35 -0.47 -0.43
P -0.84787 2.86048 -0.20265 -0.11 0.50 0.08
H 0.79836 4.66492 -0.70136 -0.01 -0.31 0.06
H 1.48059 3.36572 0.29390 -0.39 -0.10 -0.36
P -0.66418 -2.68070 0.34232 0.31 -0.19 -0.53
H 1.64254 -3.15047 0.88391 -0.22 0.12 -0.17
H 0.89192 -4.59793 0.20576 -0.02 0.28 0.11
C -1.14362 -3.27909 2.03599 -0.36 -0.12 -0.12
C -1.79199 -3.63351 -0.84500 0.44 0.01 0.23
C -1.96401 3.69026 -1.51939 0.59 0.03 0.23
C -1.28670 3.77256 1.36342 -0.08 0.15 -0.32
C -1.07418 2.83934 2.54510 -0.30 -0.29 0.31
H -2.36385 3.97883 1.25252 0.16 0.01 0.15
C -0.52752 5.07930 1.61452 -0.20 0.05 0.12
H 0.53539 4.86553 1.76639 -0.15 0.10 0.00
H -0.91425 5.52409 2.54037 0.12 0.02 -0.11
H -0.62634 5.81830 0.81385 0.06 -0.15 0.17
H -1.54976 1.86172 2.36622 0.34 0.66 0.26
H -1.52030 3.28275 3.44278 0.12 -0.03 0.02
H -0.00506 2.67672 2.73240 -0.19 0.05 -0.08
H -1.54990 3.28266 -2.45357 -0.16 0.19 0.03
C -1.80824 5.20686 -1.50063 -0.36 0.26 -0.30
C -3.47609 3.37554 -1.46585 0.09 0.09 -0.02
H -0.78831 5.56317 -1.66408 -0.12 -0.10 0.05
H -2.17856 5.60763 -0.54823 0.07 -0.03 -0.25
H -2.44588 5.62309 -2.29288 0.21 0.12 0.11
H -3.74134 2.41051 -1.89982 0.04 0.26 0.10
H -4.01967 4.14012 -2.04563 0.17 -0.19 0.28
H -3.84472 3.39816 -0.43450 -0.07 0.02 -0.12
H -1.34676 -3.45129 -1.83447 -0.07 -0.08 0.24
C -3.24786 -3.14530 -0.87407 -0.02 0.02 0.12
C -1.77221 -5.13771 -0.57374 -0.25 -0.21 -0.08
H -0.77826 -5.59180 -0.64072 -0.15 0.14 0.05
H -2.41287 -5.63025 -1.31859 0.17 -0.01 0.16
H -2.19817 -5.35473 0.41530 0.10 -0.01 -0.24
H -3.38080 -2.22714 -1.45434 0.08 -0.20 0.18
H -3.62621 -2.96228 0.14092 -0.01 -0.04 -0.22
H -3.87167 -3.92758 -1.33614 0.14 0.29 0.16
C -0.87891 -2.20493 3.06755 -0.17 0.54 0.41
C -0.43017 -4.55200 2.51005 -0.06 0.00 0.04
H -2.22931 -3.45441 1.95332 0.20 0.01 0.15
H 0.63401 -4.32751 2.65141 -0.20 -0.18 -0.02
H -0.53077 -5.41496 1.84923 0.03 0.09 0.07
H -0.83808 -4.81683 3.49561 0.08 0.00 -0.23
H 0.19635 -2.04978 3.21101 -0.18 -0.15 0.02
H -1.33574 -2.47791 4.02328 0.19 -0.16 0.07
H -1.33391 -1.25338 2.75157 0.70 -1.02 0.82
C -2.61896 0.25212 -1.45501 -1.19 1.33 0.87
H -3.51044 0.02223 -2.07816 1.09 -0.18 0.06
H -2.38674 -0.49874 -0.69632 -0.71 -0.85 -0.38
H -2.62779 1.25145 -0.99372 -0.24 -0.94 -0.51
S 1.49114 0.69802 0.91041 -0.31 0.27 -0.10
C 2.10059 0.07096 2.39911 -0.04 0.00 1.36
C 3.44487 -0.33270 2.56022 -0.93 -0.03 0.18
C 3.90990 -0.66166 3.83060 -0.09 -0.18 0.35
C 3.04743 -0.59261 4.93958 0.01 0.35 -0.33
C 1.73035 -0.13408 4.78765 0.07 -0.13 -0.19
C 1.25267 0.19843 3.52108 1.28 -0.68 0.15
H 4.06951 -0.40311 1.67528 0.06 0.06 0.15
H 4.95241 -0.98587 3.96678 -0.56 0.15 -0.05
H 3.41282 -0.85195 5.92858 0.00 0.01 -0.13
H 1.05867 -0.03843 5.64666 0.34 -0.11 -0.22
H 0.23834 0.50528 3.34971 -0.22 0.17 0.10
```
Positions in Å, forces in eV/Å.

Electronic energy, eV: -91548.4057
Expectation value of S²: 2.052
Gap between HOMO and LUMO (alpha / beta), eV: 6.60 / 6.38
LUMO energy (alpha / beta), Eh: 0.019 / -0.017
Multiplicity: 3
HOMO energy (alpha / beta), hartree: -0.223 / -0.251
Total charge: 0

These are the Mulliken partial charges, in e, on atoms 1 to 5:
1 Mo -0.27
2 C -2.04
3 C 0.37
4 C -0.25
5 Si -0.43

=====

This record from OMol25 describes 2 unconnected molecules or ions with the total composition C3H8O2S in a non-equilibrium geometry. The level of theory is ωB97M-V/def2-TZVPD.

```
14
Properties=species:S:1:pos:R:3:forces:R:3
C 0.24005 1.66765 -2.64343 -1.58 2.58 1.19
C 1.08556 1.61816 -1.66321 3.30 0.65 0.35
O 1.45763 2.59367 -0.77283 -1.15 0.58 -0.24
H 0.28432 0.89781 -3.26260 0.00 -3.32 -2.75
H -0.49637 2.41294 -2.88083 -0.16 0.40 0.36
H 1.92918 0.91913 -1.76436 -0.77 -0.32 0.65
H 0.96243 3.40466 -1.01844 0.36 -0.60 0.46
C -2.66874 -2.23646 0.86483 -0.86 0.43 0.72
S -1.57578 -0.91190 0.44241 1.11 0.34 -2.10
O -1.37743 -0.10021 1.85767 -3.66 -0.09 0.03
H -2.13497 -2.93685 1.53794 -0.86 0.26 -0.22
H -3.05986 -2.75728 -0.05653 0.61 0.76 0.90
H -3.48690 -1.59835 1.31615 0.40 -1.68 0.00
H -0.48880 -0.02089 2.03178 3.27 0.00 0.66
```
Positions in Å, forces in eV/Å.

Electronic energy, eV: -18168.3491
Structure (SMILES): C=CO.CSO
Energy above the lowest of the compared OMol25 structures with the same formula, charge and spin, kcal per mole: 66.8
Gap between HOMO and LUMO, eV: 9.11
LUMO energy, Eh: 0.030
HOMO energy, hartree: -0.305
Total charge: 0

These are the Mulliken partial charges, in e, on atoms 1 to 5:
1 C -0.78
2 C 0.17
3 O -0.47
4 H 0.28
5 H 0.25

=====

This record from OMol25 describes a single C3H6O2 molecule in a non-equilibrium geometry. The level of theory is ωB97M-V/def2-TZVPD.

```
11
Properties=species:S:1:pos:R:3:forces:R:3
C -1.11398 0.03804 0.50164 1.34 -1.88 2.20
C 0.23974 0.32613 -0.16834 0.88 2.69 -0.36
O 0.08184 0.24191 -1.61152 -0.74 3.64 -1.44
C 1.33219 -0.67642 0.27198 -1.21 -1.83 2.40
O 1.56744 -0.77054 1.51103 -0.02 0.04 -5.10
H -1.88536 0.70539 0.10486 0.02 -0.67 -0.10
H -1.17558 -1.10628 0.33856 -1.07 1.88 0.04
H -1.07493 0.14786 1.67665 0.13 -0.02 -2.39
H 0.63414 1.38563 0.12558 -0.62 -1.73 -0.46
H -0.18768 1.21727 -2.09891 1.21 -4.21 2.62
H 1.58218 -1.50900 -0.65154 0.07 2.08 2.58
```
Positions in Å, forces in eV/Å.

Electronic energy, eV: -7300.9603
Structure (SMILES): C[C@H](O)C=O
Energy above the lowest of the compared OMol25 structures with the same formula, charge and spin, kcal per mole: 62.7
Gap between HOMO and LUMO, eV: 10.41
LUMO energy, Eh: 0.014
HOMO energy, hartree: -0.369
Total charge: 0

These are the Mulliken partial charges, in e, on atoms 1 to 5:
1 C -0.98
2 C 0.36
3 O -0.58
4 C 0.01
5 O -0.48